{
  "formula": "C3H4F4KN2O11S4",
  "method": "ωB97M-V with the def2-TZVPD basis set",
  "species": ["K", "N", "S", "O", "O", "F", "S", "O", "O", "F", "N", "S", "O", "O", "F", "S", "O", "O", "F", "C", "C", "O", "C", "O", "O", "H", "H", "H", "H"],
  "positions_angstrom": [[-0.51148, -1.38930, -0.28070], [0.04808, 1.20357, -1.44848], [-1.36600, 1.89472, -1.66846], [-1.67243, 2.25827, -2.99563], [-1.84380, 2.70736, -0.60432], [-2.23205, 0.52722, -1.52479], [1.01652, 2.48517, -1.13725], [1.45105, 2.49993, 0.21416], [0.70913, 3.70052, -1.78835], [2.27808, 1.92374, -1.91508], [0.61483, -3.09805, -2.04122], [-0.52722, -3.97846, -2.84253], [-1.23546, -4.91871, -2.04518], [-0.30466, -4.22154, -4.20959], [-1.54239, -2.72673, -2.91256], [1.64270, -4.23514, -1.60164], [2.37241, -4.76928, -2.70677], [1.34110, -5.03201, -0.47374], [2.74115, -3.21374, -0.99848], [0.01126, 2.77932, 3.07872], [0.10471, 1.75239, 4.22811], [-0.63888, 0.61966, 3.74364], [-1.09847, 0.87431, 2.49714], [-1.64614, 0.05830, 1.81297], [-0.90182, 2.14676, 2.16204], [0.93051, 2.90109, 2.51537], [-0.44716, 3.71099, 3.39243], [-0.41794, 2.09792, 5.11695], [1.12434, 1.44172, 4.43324]],
  "forces_ev_per_angstrom": [[-0.1860, 0.3352, -0.1051], [0.3358, 2.0615, 0.4441], [-2.2391, -1.5909, -0.2049], [0.1693, 0.5481, -0.9726], [0.1893, 0.2533, 0.3536], [0.3364, -0.0632, 0.3150], [1.4858, -2.1400, -0.4267], [0.1107, 0.1290, 0.8367], [-0.4187, 0.5798, -0.2604], [0.0299, 0.1079, 0.0707], [-1.0811, -2.3459, -0.5151], [-1.7943, 2.8860, 0.1777], [0.3011, -0.4715, 0.2762], [0.7810, -0.6234, -0.7879], [0.0000, -0.0321, 0.2972], [3.7674, 1.6982, -0.0360], [-0.6299, -0.7529, -0.0036], [-0.7892, -0.5717, 0.4679], [-0.4839, 0.1083, 0.1565], [-0.4052, -0.7319, -0.1776], [-0.5117, 0.1413, -0.3154], [0.4070, -0.0415, -0.2578], [-0.1507, 0.3093, 0.1871], [0.1447, -0.1462, 0.0084], [-0.0010, -0.1299, 0.0269], [0.1474, 0.3005, 0.1914], [0.2173, 0.1594, -0.0682], [0.2702, 0.0280, 0.1703], [-0.0025, -0.0050, 0.1517]],
  "lowdin_charge": [0.87, -0.33, 0.45, -0.25, -0.27, -0.25, 0.49, -0.28, -0.26, -0.18, -0.38, 0.49, -0.27, -0.24, -0.23, 0.45, -0.27, -0.27, -0.22, -0.07, -0.09, 0.06, -0.57, 0.08, 0.06, 0.11, 0.13, 0.12, 0.13],
  "e_lumo_ev": 1.9677,
  "spin_multiplicity": 1,
  "charge": -1
}